# C32H27CdF7I2N2OPSbSe2

A molecular structure, C32H27CdF7I2N2OPSbSe2 (wB97M-V/def2-TZVPD, the Open Molecules 2025 dataset).

The geometry in XYZ format:
```
76
C32H27CdF7I2N2OPSbSe2 wB97M-V/def2-TZVPD
H -0.2391 -2.6352 1.0288
C 2.7932 -2.5989 -0.1334
C 0.0774 5.2162 2.8411
H 0.9701 4.8285 -2.5794
H 5.0485 0.0444 1.0963
P -0.1410 2.9885 -0.5861
F 2.0308 -2.2343 -4.0206
H 5.0883 -1.5431 2.8214
C 2.2285 -4.8490 0.4403
H -3.9953 -2.8780 1.9317
I 4.5827 -3.2877 5.3371
C -2.0392 5.4053 -4.0010
H -2.7160 3.9054 0.5202
F -6.5159 -5.8280 -0.3378
F -0.1617 0.8066 -3.3484
C -5.2342 -4.2985 0.9372
C 0.9959 -4.3864 0.8735
H 1.5817 -2.4200 5.1236
F 0.2150 -1.6384 -2.2383
H -1.5126 6.0039 4.0418
Sb 0.8915 -0.7122 -3.8112
C -0.8757 3.9283 -1.9793
C -5.5234 -4.9052 -0.2799
C 0.4035 4.5149 1.6947
H -3.2900 5.1914 2.5361
O 1.2184 0.4930 1.7421
N 1.5881 -2.1760 0.2241
C 2.0699 -1.8990 4.3132
C -2.2349 3.7995 -2.2297
H 3.7317 1.2573 1.1559
C 3.7787 -1.5754 -0.6412
H 3.7667 -1.6355 -1.7364
C 3.9564 0.1874 1.0595
C 0.7175 -3.0399 0.7263
C -2.5364 -2.0128 -0.1439
C 4.0347 -1.3924 3.0144
F -0.4756 -1.4803 -4.8736
H -2.4959 5.9867 -4.7905
C 1.3597 -1.0635 3.4880
H 4.1213 -4.2686 -0.3858
C -2.8162 4.5524 -3.2320
Cd 1.0753 0.0892 -0.3504
H -3.8767 4.4668 -3.4196
C 3.4245 -2.0388 4.0741
C 1.9246 -0.3174 2.4325
H -3.2274 -3.4400 -2.2571
Se -1.2385 1.1087 -0.3766
I -0.7250 -0.8533 3.6947
H -5.0484 -5.1229 -2.3565
H 0.2627 -5.0497 1.3011
H 1.4369 4.3261 1.4418
F 2.3207 0.0537 -2.7641
C -0.6764 5.4996 -3.7780
H -0.0659 6.1397 -4.4004
C -4.2394 -3.3567 0.9960
F 1.6459 0.1619 -5.3105
Se 1.9836 2.8860 -0.7933
C 3.3120 -0.5419 2.2030
N 3.4243 -0.2264 -0.2394
H -2.3272 -1.4698 0.7636
C -1.2506 5.4627 3.1432
C -1.9302 4.2859 1.1609
H 3.7583 0.4331 -0.9380
C -0.0945 4.7660 -2.7603
C -3.5052 -2.9922 -0.1693
H 4.7905 -1.8584 -0.3011
C -4.8095 -4.6118 -1.4368
H -2.0064 -1.7414 -1.0423
C -2.2512 5.0046 2.2979
H -5.7947 -4.5812 1.8141
H -2.8152 3.0905 -1.6518
C -3.8089 -3.6781 -1.3796
H 0.8598 5.5543 3.5046
C 3.1441 -3.9443 -0.0624
C -0.5950 4.0413 0.8581
H 2.4731 -5.8981 0.5030
```

Values from the calculation:
2S+1: 2
charge: -1
orbital gap (spin up / spin down): 7.16 / 6.77 eV

# C15H32AsO2

A molecular structure, C15H32AsO2 in a non-equilibrium geometry (wB97M-V/def2-TZVPD, the Open Molecules 2025 dataset).

The geometry in XYZ format:
```
50
C15H32AsO2 wB97M-V/def2-TZVPD
C 2.1131 2.2331 -2.5907
C -0.9902 -1.6275 -0.0351
O -5.3189 1.3724 -0.4931
C -4.2998 2.0692 -1.2575
C -3.7103 -1.4175 -0.0457
H 3.9046 -1.7424 -0.2825
H 1.3052 -0.1901 0.5340
O 3.8374 1.5135 -0.3255
H -3.4281 2.4365 -0.5744
H 3.8196 -2.1615 2.1380
H -3.8346 1.2831 -1.9813
H -2.5728 0.5914 0.2866
H -4.2554 -2.1907 0.6358
H 1.7010 0.8273 4.7116
As 2.5598 -1.0020 0.1040
C 1.4961 -2.5036 -0.7302
H 3.8488 3.5989 -0.0899
C 2.0544 -1.0500 3.1310
H -4.4516 -1.2120 -0.9240
C 3.0757 2.7217 -0.0872
H -0.5251 -0.8340 -0.7521
H 2.1151 4.2041 -1.5231
C 3.7073 0.5444 0.7578
H 0.9277 2.9989 -0.7737
C 0.0965 -2.8548 -0.0110
H 0.1768 -3.1922 1.0829
H 1.3044 -2.2834 -1.8511
C 1.9134 -0.0030 3.9353
H 2.1566 -3.4655 -0.6989
H -5.6397 0.2243 1.2709
C 2.6968 -1.9323 1.9175
H 1.5895 1.2091 -2.4780
H -4.6721 2.9929 -1.8263
C -3.4806 -0.0048 0.6945
C 1.9856 3.0824 -1.2262
H -2.3555 -1.9398 -1.8616
H -3.1999 -0.2545 1.7999
H 3.2103 2.1521 -2.9245
H -2.4871 -3.2266 -0.5491
H 3.3911 0.9863 1.7702
H 2.1597 -2.9516 1.9666
H -4.6440 1.7680 1.5407
H 2.5829 -0.3152 -1.3202
C -2.3897 -2.0732 -0.7038
H -1.0648 -1.2535 1.0475
H 1.4902 2.8048 -3.3968
H 2.5384 2.7683 0.9262
H 4.7789 0.1043 0.9233
C -4.8252 0.8997 0.7865
H -0.3915 -3.7052 -0.6473
```

Values from the calculation:
charge: -1
orbital gap: 6.24 eV

# C2HI3

A single C2HI3 molecule in a non-equilibrium geometry (wB97M-V/def2-TZVPD, the Open Molecules 2025 dataset).

The geometry in XYZ format:
```
6
C2HI3 wB97M-V/def2-TZVPD
C -0.9271 0.5124 0.0547
I 0.2781 -1.0273 -1.0327
C 2.2716 -0.5763 -0.5428
H -1.5928 1.0974 -0.7579
I 2.3199 0.6556 1.0805
I -2.3497 -0.6619 1.1982
```

Values from the calculation:
ΔE to the lowest compared entry with this formula, charge and spin: 568.1 kJ/mol
charge: 0
orbital gap: 5.86 eV

# C38H23BrCl7N4O4SZr

A molecular structure, C38H23BrCl7N4O4SZr (wB97M-V/def2-TZVPD, the Open Molecules 2025 dataset).

The geometry in XYZ format:
```
79
C38H23BrCl7N4O4SZr wB97M-V/def2-TZVPD
O 0.6195 -0.8191 -0.5949
C 2.1266 -2.5003 -1.4172
H 2.1424 -0.8124 1.2627
H 0.2182 -2.0262 3.4729
O 1.4130 1.5375 1.6530
H 3.0092 1.1849 0.3820
C 5.3215 3.9965 2.0762
H -6.1039 3.6898 0.5223
Zr -1.3138 -0.4244 -1.0270
C 2.9469 0.2046 2.9651
H -1.4391 4.8928 0.2940
Cl 3.8965 -4.3213 -2.3247
C -3.5050 1.8071 -0.6196
Cl 1.4251 -6.1324 -2.9365
H 0.8924 0.1079 4.5642
C 1.8477 1.2401 2.9643
H 2.1917 2.1519 3.4523
Cl 4.0661 1.4410 5.1167
Cl 6.1455 -2.9779 2.9030
C -0.2599 -2.8777 -1.3709
C -1.2342 -1.6773 1.8292
C -4.2463 0.6900 -1.0972
H -0.5828 -3.3158 -6.2636
C -2.0558 4.0362 0.0660
H -1.5736 -2.6314 1.4671
C 2.9242 -0.8156 2.0154
C -0.3647 -1.3939 2.8263
Cl 3.4540 -1.4349 -1.1526
C 4.7336 2.9137 1.5014
C 1.2068 -4.5797 -2.2362
H -1.2631 1.5329 1.8421
H 6.3652 4.1456 2.3007
C 2.4200 2.0240 0.7578
H 0.0425 1.5986 4.1645
C 4.9141 -1.7618 2.9260
H 1.8623 2.4408 -0.0817
H 5.7709 -0.7405 4.6109
Br -3.2513 -4.5184 -6.6117
C -5.5865 2.8451 0.0862
O -1.0083 -0.2453 -3.0053
C -0.0807 -4.1262 -1.9447
C -2.8956 -1.5562 -3.7237
C -3.4080 4.0457 0.2627
C -1.2297 -2.8123 -5.5575
S 4.1850 5.2140 2.4612
N -2.1364 1.7843 -0.7383
C -5.5983 0.6468 -0.9151
C -6.2688 1.7303 -0.3033
C -2.5772 -3.1661 -5.4863
C 2.3100 -3.7692 -1.9684
H -4.8727 -0.8781 -3.1416
C -0.7177 -1.8228 -4.7439
H -6.1641 -0.2125 -1.2519
H 3.8774 -2.5823 1.2390
O -1.5067 -2.3964 -1.0677
H 5.2733 2.0289 1.1927
N -1.7114 -0.4904 1.2816
C 3.8956 -1.8005 1.9859
C -1.4525 2.8638 -0.4190
C 2.9120 4.2634 1.8382
C 3.3239 3.0579 1.3538
C 0.5953 0.7601 3.7459
H 0.3227 -1.5328 -4.8050
H -3.9041 4.9202 0.6658
Cl -1.4685 -5.0739 -2.2986
H -0.3730 2.8113 -0.5160
H -4.4577 -2.7867 -4.5507
C -3.8243 -0.8926 -2.8388
C -1.1121 0.4745 1.9729
C -3.4076 -2.5270 -4.6000
C 0.8485 -2.0515 -1.1145
N -3.4495 -0.2546 -1.7851
Cl 1.2860 4.8337 1.8722
C -4.1800 2.9117 -0.0772
H -7.3400 1.6724 -0.1683
C -1.5300 -1.1881 -3.8054
C 3.9857 0.2089 3.8892
C 4.9733 -0.7632 3.8826
N -0.2897 -0.0194 2.8939
```

Values from the calculation:
ΔE to the lowest compared entry with this formula, charge and spin: 74.0 kJ/mol
charge: +1
orbital gap: 6.79 eV

# H20NO13

11 unconnected molecules or ions with the total composition H20NO13 in a non-equilibrium geometry (wB97M-V/def2-TZVPD, the Open Molecules 2025 dataset).

The geometry in XYZ format:
```
34
H20NO13 wB97M-V/def2-TZVPD
O 0.1506 1.1871 3.0212
O 3.6821 -1.2257 1.1324
O -0.4353 -1.3836 -0.2911
H 2.3004 1.5893 -0.4857
H -2.2182 -1.3046 1.0972
H 0.3921 1.0316 2.1676
O 1.0482 0.0308 0.3633
H 3.7744 -1.7083 1.9171
H -3.2114 2.1979 -0.3082
H -0.4834 -4.0237 1.5183
H -3.8199 -1.5571 0.6822
O -0.9551 -4.2490 0.6794
H 1.9595 -0.7355 -2.3251
H 2.2337 -3.0981 -1.2048
H -2.1281 0.2167 -1.4754
N -0.1071 -0.2327 0.1896
O -2.2927 0.1620 -2.4121
O -0.4620 3.7613 0.7750
O 2.2968 0.0693 -2.9300
H -2.1630 2.7916 -1.2246
H 1.0638 -2.1795 -0.8950
O 2.3506 2.4432 -0.8678
O 1.5977 -2.4919 -1.7178
H -0.4287 -3.5238 0.2538
H -0.6550 1.0400 3.4524
H 2.5737 2.7460 -0.0114
H 1.5316 0.6725 -3.0145
H 2.7379 -0.7183 1.0241
O -3.1169 -1.2914 1.3607
H -0.4172 3.6073 1.6979
H -1.9311 -0.6374 -2.6819
O -2.6883 3.0147 -0.4190
O -0.9712 0.5787 0.4711
H -1.2085 3.2208 0.4612
```

Values from the calculation:
ΔE to the lowest compared entry with this formula, charge and spin: 305.6 kJ/mol
charge: -1
orbital gap: 10.10 eV

# C5H9NO

A single C5H9NO molecule (wB97M-V/def2-TZVPD, the Open Molecules 2025 dataset).

The geometry in XYZ format:
```
16
C5H9NO wB97M-V/def2-TZVPD
H -0.6386 -0.5968 1.8436
C 1.2048 -0.9085 -0.7544
C -1.8770 0.4920 -0.7277
H 1.8026 -1.4005 0.0228
O -2.0975 -0.1619 0.4382
C -0.8197 -0.7320 0.7744
H 1.4090 1.8036 -0.0965
C 0.8567 1.1800 0.6131
C 0.1779 0.0263 -0.1285
H 1.8796 -0.3475 -1.4080
H -2.7722 0.8804 -1.2047
H 0.1111 1.8112 1.1102
H -0.8593 -1.8042 0.5432
H 1.5560 0.8064 1.3705
H 0.7084 -1.6809 -1.3512
N -0.6964 0.6187 -1.1634
```

Values from the calculation:
ΔE to the lowest compared entry with this formula, charge and spin: 87.0 kJ/mol
charge: 0
SMILES: CC1(C)COC=N1
orbital gap: 10.59 eV

Values for calculated total energy, a.u., ordered as above
-8267.3497 -2976.5710 -969.6236 -8222.4926 -1044.7927 -325.9044